Density functional theory data (the ωB97M-V functional and the def2-TZVPD basis) for a structure of composition C45H44N11O5RuS3.

Structure (ORCA input):
```
! wB97M-V def2-TZVPD RIJCOSX def2/J DEFGRID3
* xyz 2 2
Ru 0.0355 -0.1117 -0.9653
C 3.4703 8.0651 9.4242
O 4.0234 6.7861 9.1108
C 3.5705 6.1173 8.0497
C 2.5709 6.5797 7.1830
C 2.1842 5.7951 6.1187
C 2.7695 4.5433 5.8845
C 3.7729 4.0958 6.7626
C 4.1700 4.8634 7.8251
C 2.3210 3.7683 4.7580
N 1.3864 4.1492 3.8887
C 1.2698 3.1404 3.0042
C 2.1426 2.0989 3.3099
N 2.8021 2.5228 4.4290
C 2.2452 0.9076 2.5378
C 3.1357 -0.1534 2.7547
C 3.1204 -1.2246 1.8937
C 2.2174 -1.2417 0.8297
N 1.3598 -0.2513 0.6147
C 1.3729 0.8181 1.4397
C 0.4713 1.8945 1.0946
N -0.2792 1.7130 -0.0187
C -1.0594 2.7075 -0.4259
C -1.1725 3.9077 0.2788
C -0.4428 4.0896 1.4316
C 0.4122 3.0666 1.8527
H 3.9886 8.3910 10.3196
H 2.4019 7.9750 9.6227
H 3.6558 8.7658 8.6094
H 2.1035 7.5383 7.3415
H 1.4150 6.1384 5.4426
H 4.2544 3.1363 6.6174
H 4.9376 4.5355 8.5095
H 3.5084 2.0190 4.9372
H 3.8356 -0.1279 3.5785
H 3.7947 -2.0572 2.0233
H 2.1612 -2.0769 0.1481
H -1.5986 2.5341 -1.3468
H -1.8249 4.6805 -0.0972
H -0.5016 5.0041 2.0050
C -7.2424 -0.6688 -0.0169
C -6.2155 -0.1275 -1.0012
C -4.8535 -0.7577 -0.7598
N -3.8269 -0.1919 -1.6428
C -2.8560 -0.7895 -2.3103
S -1.4539 0.1508 -2.7846
N -2.9353 -2.0596 -2.7216
C -4.0820 -2.9350 -2.7603
O -3.9618 -4.0602 -2.3635
C -5.3113 -2.3833 -3.3785
C -6.5193 -3.0167 -3.0901
C -7.6897 -2.5551 -3.6660
C -7.6509 -1.4818 -4.5479
C -6.4443 -0.8685 -4.8586
C -5.2714 -1.3141 -4.2704
H -8.2116 -0.1972 -0.1651
H -6.9417 -0.4888 1.0162
H -7.3743 -1.7442 -0.1448
H -6.1330 0.9587 -0.8997
H -6.5294 -0.3309 -2.0264
H -4.8983 -1.8358 -0.8940
H -4.5238 -0.5792 0.2680
H -3.6738 0.8030 -1.5368
H -2.0518 -2.5248 -2.9738
H -6.5233 -3.8634 -2.4169
H -8.6302 -3.0380 -3.4399
H -8.5649 -1.1309 -5.0070
H -6.4163 -0.0527 -5.5672
H -4.3297 -0.8496 -4.5308
N 3.6326 -7.5131 0.0388
C 2.9583 -6.5019 -0.5668
C 3.5819 -5.2592 -0.7848
C 2.8971 -4.2325 -1.3915
C 1.5715 -4.4128 -1.7896
C 0.9466 -5.6419 -1.5884
C 1.6300 -6.6734 -0.9820
S 0.6921 -3.0981 -2.5154
O -0.4941 -3.6580 -3.1277
O 1.5994 -2.3118 -3.3011
N 0.1901 -2.1157 -1.3170
C -0.6834 -2.4461 -0.3373
S -1.3061 -3.9296 0.2416
C -2.2074 -3.0375 1.4254
C -1.9904 -1.7072 1.3042
N -1.1279 -1.3686 0.2954
H 4.6234 -7.4418 0.1884
H 3.2359 -8.4362 0.0643
H 4.6150 -5.1250 -0.4922
H 3.3977 -3.2968 -1.6031
H -0.0665 -5.7881 -1.9357
H 1.1436 -7.6282 -0.8341
H -2.8347 -3.5449 2.1360
H -2.4236 -0.9390 1.9243
N 1.4898 0.6044 -2.1407
C 2.1849 0.4738 -3.0607
N 2.9723 0.3532 -4.0739
C 2.4441 0.3134 -5.4450
C 3.3647 1.1406 -6.3268
O 4.7011 0.6937 -6.2145
C 5.1943 0.8179 -4.8982
C 4.3790 -0.0328 -3.9362
H 1.4266 0.7020 -5.4469
H 2.4254 -0.7293 -5.7722
H 3.2993 2.2018 -6.0550
H 3.0824 1.0264 -7.3725
H 5.1736 1.8692 -4.5829
H 6.2281 0.4754 -4.9161
H 4.6924 0.1193 -2.9037
H 4.4755 -1.0918 -4.1927
*
```

The value obtained for the molecular weight is 1016.19 g/mol. For the gap between HOMO and LUMO (alpha / beta), the calculation gives 6.05 / 2.75 eV. As for the energy relative to the best compared isomer or geometry (same formula, charge and spin): 82.6 kJ/mol.

Mulliken population analysis, charges in e, atoms 1 to 2:
1. Ru 0.48
2. C -0.83

=====

Density functional theory data (the ωB97M-V functional and the def2-TZVPD basis) for a structure of composition C45H44N2O4S2Sb2Ti.

Structure (ORCA input):
```
! wB97M-V def2-TZVPD RIJCOSX def2/J DEFGRID3
* xyz -2 3
Ti -0.2207 -0.3886 0.2801
C -2.2064 -2.5209 -1.1316
N -1.5757 -2.1898 0.1491
C -0.8242 -3.3146 0.6850
C 0.4742 -3.5513 -0.0815
N 1.4138 -2.4332 0.0006
C 2.2580 -2.5429 1.1819
C 2.1795 -2.4145 -1.2203
C 3.3197 -3.1806 -1.3999
C 3.9340 -3.2680 -2.6376
C 3.4003 -2.5795 -3.7211
C 2.2781 -1.7972 -3.5573
C 1.6456 -1.6918 -2.3134
S 0.2176 -0.7261 -2.1307
C -2.5964 -1.7054 1.0464
C -3.2127 -2.5076 1.9963
C -4.2555 -2.0187 2.7736
C -4.6907 -0.7176 2.5984
C -4.0914 0.0938 1.6556
C -3.0455 -0.3793 0.8597
S -2.3714 0.6130 -0.4034
H -2.8668 -3.3966 -1.0321
H -1.4549 -2.7110 -1.8965
H -2.7910 -1.6651 -1.4736
H -1.4128 -4.2507 0.6323
H -0.5870 -3.0856 1.7290
H 0.2415 -3.7320 -1.1367
H 0.9362 -4.4720 0.3247
H 2.7089 -3.5472 1.2753
H 1.6656 -2.3411 2.0734
H 3.0636 -1.8084 1.1134
H 3.7428 -3.7329 -0.5717
H 4.8159 -3.8817 -2.7581
H 3.8721 -2.6550 -4.6922
H 1.8515 -1.2552 -4.3895
H -2.8917 -3.5299 2.1461
H -4.7253 -2.6626 3.5051
H -5.5103 -0.3385 3.1938
H -4.4115 1.1156 1.5124
C 1.7203 3.8847 -2.4296
C 2.7485 4.1622 -1.3472
C 3.6692 2.9951 -1.0176
Sb 2.8672 1.0767 -0.1694
C 2.9975 1.7782 1.8823
C 2.5422 3.0450 2.2128
C 2.5646 3.4904 3.5218
C 3.0460 2.6670 4.5222
C 3.4730 1.3882 4.2111
C 3.4363 0.9437 2.9002
C 4.9442 0.3285 -0.2142
C 5.2673 -0.4703 -1.3101
C 6.4789 -1.1217 -1.4064
C 7.4187 -0.9976 -0.3869
C 7.1253 -0.1874 0.7033
C 5.9096 0.4651 0.7836
Sb 0.1009 2.5818 -1.6383
C -0.7651 2.4063 -3.6428
C -2.1193 2.5899 -3.8899
C -2.6703 2.2511 -5.1136
C -1.8798 1.6966 -6.1084
C -0.5359 1.4680 -5.8606
C 0.0079 1.8155 -4.6387
C -1.1707 4.2676 -1.0554
C -1.5075 5.3152 -1.9077
C -2.3314 6.3413 -1.4766
C -2.8397 6.3332 -0.1873
C -2.5038 5.2996 0.6729
C -1.6719 4.2796 0.2417
H 2.1923 3.4161 -3.2933
H 1.2693 4.8216 -2.7566
H 2.2155 4.4930 -0.4500
H 3.3859 5.0101 -1.6585
H 4.4273 3.3179 -0.3006
H 4.1853 2.6707 -1.9241
H 2.1320 3.6857 1.4463
H 2.1924 4.4774 3.7607
H 3.0766 3.0168 5.5463
H 3.8347 0.7338 4.9952
H 3.7593 -0.0655 2.6701
H 4.5449 -0.5682 -2.1100
H 6.6996 -1.7361 -2.2714
H 8.3595 -1.5329 -0.4388
H 7.8582 -0.0716 1.4956
H 5.7040 1.1047 1.6317
H -2.7498 2.9985 -3.1107
H -3.7256 2.4196 -5.2975
H -2.3128 1.4374 -7.0679
H 0.0835 1.0134 -6.6258
H 1.0531 1.6141 -4.4409
H -1.1311 5.3199 -2.9235
H -2.5878 7.1517 -2.1509
H -3.4943 7.1324 0.1417
H -2.8969 5.2886 1.6812
H -1.4118 3.4881 0.9313
O -0.5318 -0.1511 4.0624
C -0.2529 0.0351 2.8743
O 0.0488 -0.9201 2.0430
C -0.1491 1.3873 2.2182
O -0.3537 2.4622 2.7908
O 0.2391 1.2828 0.9712
*
```

The value obtained for the molecular weight is 1032.38 g/mol. For the gap between HOMO and LUMO (alpha / beta), the calculation gives 3.46 / 6.08 eV. As for the energy relative to the best compared isomer or geometry (same formula, charge and spin): 152.2 kJ/mol.

Mulliken population analysis, charges in e, atoms 1 to 2:
1. Ti -0.34
2. C -1.38

=====

Density functional theory data (the ωB97M-V functional and the def2-TZVPD basis) for a structure of composition C45H45CsN9O2P2S2.

Structure (ORCA input):
```
! wB97M-V def2-TZVPD RIJCOSX def2/J DEFGRID3
* xyz -1 1
Cs 0.5569 0.9172 0.6680
N -4.3690 1.5530 -0.7683
C -3.0192 1.3681 -0.6908
N -2.1708 2.2806 -0.3928
C -2.6199 3.5731 -0.1383
N -1.8107 4.5454 0.0684
N -0.4782 4.1877 0.1180
C 0.2576 4.6871 -0.7850
C 1.6975 4.3693 -0.8814
C 2.4348 4.8792 -1.9427
C 3.7664 4.5083 -2.0715
C 4.3104 3.6450 -1.1398
C 3.4993 3.1958 -0.1010
N 2.2269 3.5512 0.0312
C -4.0739 3.8277 -0.1159
C -4.6214 5.0619 0.2325
C -5.9890 5.2553 0.2198
C -6.8343 4.2109 -0.1533
C -6.3129 2.9799 -0.4973
C -4.9322 2.7864 -0.4719
H -4.9432 0.8006 -1.1102
H -2.6472 0.3671 -0.9119
H -0.1620 5.3320 -1.5616
H 1.9631 5.5348 -2.6642
H 4.3602 4.8739 -2.9001
H 5.3289 3.2897 -1.2181
H 3.8745 2.4859 0.6302
H -3.9406 5.8575 0.5041
H -6.4047 6.2167 0.4903
H -7.9060 4.3619 -0.1730
H -6.9635 2.1609 -0.7809
S -1.1336 -1.2032 -1.8053
P 0.7851 -1.8890 -1.6800
C 1.9261 -0.8618 -1.1026
P 3.3305 -1.0132 -0.2577
S 3.4895 -0.1264 1.5624
C 4.7217 -0.2781 -1.2214
C 6.0353 -0.3382 -0.7573
C 7.0624 0.2524 -1.4761
C 6.7882 0.9193 -2.6676
C 5.4831 0.9894 -3.1306
C 4.4546 0.3918 -2.4079
C 3.9302 -2.7430 -0.0405
C 3.6896 -3.4350 1.1413
C 4.0552 -4.7685 1.2645
C 4.6800 -5.4233 0.2128
C 4.9273 -4.7402 -0.9709
C 4.5479 -3.4115 -1.0964
C 0.6794 -3.4550 -0.7107
C 0.0887 -3.4016 0.5515
C 0.0519 -4.5174 1.3702
C 0.6072 -5.7167 0.9371
C 1.2029 -5.7807 -0.3118
C 1.2400 -4.6569 -1.1299
C 1.1463 -2.5549 -3.3610
C 0.1993 -3.2687 -4.0924
C 0.5265 -3.8070 -5.3271
C 1.8018 -3.6271 -5.8533
C 2.7443 -2.9034 -5.1391
C 2.4138 -2.3727 -3.8963
H 6.2396 -0.8402 0.1814
H 8.0806 0.1965 -1.1091
H 7.5927 1.3794 -3.2297
H 5.2614 1.5096 -4.0557
H 3.4231 0.4329 -2.7439
H 3.2210 -2.9097 1.9648
H 3.8470 -5.2988 2.1863
H 4.9687 -6.4631 0.3129
H 5.4129 -5.2428 -1.7994
H 4.7397 -2.8872 -2.0256
H -0.3581 -2.4718 0.8853
H -0.4101 -4.4514 2.3482
H 0.5830 -6.5915 1.5763
H 1.6574 -6.7040 -0.6515
H 1.7236 -4.7205 -2.0969
H -0.7962 -3.3865 -3.6814
H -0.2147 -4.3664 -5.8862
H 2.0545 -4.0462 -6.8203
H 3.7372 -2.7501 -5.5458
H 3.1321 -1.7987 -3.3232
N -1.5928 2.5873 2.8443
C -2.3696 1.4764 3.3416
C -3.5606 1.8607 4.2456
C -4.7588 2.4277 3.4864
C -5.4816 1.4045 2.6072
N -5.9262 0.2210 3.3297
C -5.0813 -0.8355 3.5734
N -5.3373 -1.5020 4.7574
N -4.1404 -1.2642 2.8120
C -1.4436 0.5746 4.1585
O -1.7114 -0.7314 4.1495
O -0.5480 1.0279 4.8211
H -0.9762 2.9466 3.5635
H -2.1553 3.3350 2.4608
H -2.7365 0.9030 2.4852
H -3.1906 2.5929 4.9667
H -3.8820 0.9934 4.8324
H -4.4528 3.2654 2.8499
H -5.4763 2.8418 4.2026
H -4.8374 1.0826 1.7903
H -6.3493 1.8681 2.1365
H -6.6163 0.3813 4.0468
H -5.5123 -0.9257 5.5660
H -4.6775 -2.2465 4.9266
H -4.1503 -0.8357 1.8930
H -2.4836 -0.9620 3.5703
*
```

The value obtained for the molecular weight is 1002.90 g/mol. For the gap between HOMO and LUMO, the calculation gives 5.20 eV. As for the energy relative to the best compared isomer or geometry (same formula, charge and spin): 98.2 kJ/mol.

Mulliken population analysis, charges in e, atoms 1 to 2:
1. Cs 1.28
2. N 0.17

=====

Density functional theory data (the ωB97M-V functional and the def2-TZVPD basis) for a cluster of 6 separate species, C45H46Cl2FNO24S in total.

Structure (ORCA input):
```
! wB97M-V def2-TZVPD RIJCOSX def2/J DEFGRID3
* xyz 0 1
C -3.7150 1.0966 -0.3669
C -2.7072 -0.0096 -0.6859
O -2.8009 -1.0296 0.3059
C -2.9136 -2.3315 -0.2381
C -2.5524 -3.3511 0.8380
C -1.0615 -3.6908 0.8020
C -0.1544 -2.4523 0.9560
C 1.1570 -2.6766 1.7570
C 2.3938 -2.5000 0.8530
C 3.6720 -2.1943 1.6703
C 3.4697 -0.8169 2.3453
C 4.9837 -2.1395 0.8275
N 6.0503 -2.3691 1.7858
C 5.2237 -0.7563 0.1414
Cl 6.3197 0.3437 0.9298
C 4.7092 -0.3221 -1.0059
C 5.0014 1.0048 -1.6486
Cl 3.6278 -1.3010 -1.9494
O 5.1392 -3.1859 -0.1575
S 4.1844 -4.4344 0.0425
O 4.3975 -5.1716 1.2450
O 4.3511 -5.2446 -1.1277
C 2.5240 -3.7293 -0.0769
F 1.6736 -4.7536 0.2267
H -4.6814 0.6247 -0.1921
H -3.7456 1.7771 -1.2171
H -3.3615 1.6036 0.5285
H -1.6964 0.4055 -0.5925
H -2.8796 -0.4053 -1.6887
H -3.9381 -2.5288 -0.5854
H -2.2708 -2.4707 -1.1175
H -3.0909 -4.2666 0.5694
H -2.9023 -3.0411 1.8238
H -0.8710 -4.1189 -0.1888
H -0.7935 -4.4846 1.5014
H 0.0769 -1.9917 -0.0083
H -0.7432 -1.7034 1.4909
H 1.1564 -3.6364 2.2734
H 1.1566 -1.9147 2.5350
H 2.1787 -1.6050 0.2685
H 3.8266 -2.9242 2.4655
H 2.8510 -0.9868 3.2279
H 2.9098 -0.1351 1.7048
H 4.3918 -0.3775 2.7168
H 6.9591 -2.2615 1.3572
H 5.9511 -1.7869 2.6023
H 4.9522 0.8403 -2.7276
H 4.2238 1.7332 -1.4138
H 6.0068 1.3514 -1.4339
H 2.3780 -3.4781 -1.1251
O 7.3659 -11.1729 3.5153
C 6.6857 -10.5722 2.7006
C 7.0807 -9.3262 2.0798
C 6.2605 -8.7233 1.2031
O 6.5679 -7.5852 0.6045
C 4.9190 -9.3116 0.8411
O 4.2217 -8.7056 0.0536
C 4.5355 -10.5757 1.4501
C 5.3588 -11.1722 2.3206
O 5.0731 -12.3282 2.9128
H 8.0427 -8.9138 2.3488
H 5.8033 -7.3650 0.0309
H 3.5802 -10.9980 1.1722
H 5.8364 -12.5259 3.4896
O -2.4622 8.6479 -2.2300
C -2.8280 7.5982 -1.7341
C -2.0071 6.8037 -0.8356
C -2.4805 5.6492 -0.3418
O -1.8206 4.8547 0.4929
C -3.8559 5.1487 -0.7035
O -4.1955 4.0782 -0.2315
C -4.6821 5.9488 -1.5814
C -4.2099 7.1030 -2.0689
O -4.9146 7.8868 -2.8783
H -1.0284 7.1906 -0.5919
H -2.4541 4.1233 0.6668
H -5.6688 5.5790 -1.8137
H -4.3397 8.6497 -3.0823
O -0.1898 5.4086 5.4995
C -1.1216 4.6452 5.3294
C -1.6811 4.3330 4.0258
C -2.7190 3.4918 3.9342
O -3.2781 3.1610 2.7737
C -3.3374 2.8521 5.1478
O -4.2893 2.1140 4.9774
C -2.7638 3.1464 6.4484
C -1.7229 3.9853 6.5425
O -1.1494 4.2968 7.6982
H -1.2327 4.7987 3.1586
H -4.0054 2.5432 2.9880
H -3.2043 2.6692 7.3123
H -0.4286 4.9197 7.4824
O -6.8437 1.1829 -2.7282
C -6.9614 1.8999 -3.7045
C -7.3754 1.4253 -5.0116
C -7.4613 2.2857 -6.0357
O -7.8344 1.9202 -7.2552
C -7.1357 3.7476 -5.8757
O -7.2205 4.4601 -6.8577
C -6.7434 4.2271 -4.5618
C -6.6615 3.3661 -3.5386
O -6.3097 3.7352 -2.3102
H -7.6044 0.3743 -5.1161
H -7.8090 2.7310 -7.7996
H -6.5280 5.2817 -4.4550
H -6.3262 2.9201 -1.7682
O 2.4464 5.6475 -1.5047
C 2.1752 4.5530 -1.9609
C 3.0861 3.7649 -2.7723
C 2.6942 2.5731 -3.2448
O 3.4749 1.7991 -3.9892
C 1.3230 2.0164 -2.9633
O 1.0398 0.9342 -3.4438
C 0.4219 2.7927 -2.1343
C 0.8136 3.9841 -1.6569
O 0.0372 4.7359 -0.8881
H 4.0668 4.1740 -2.9706
H 2.9466 1.0029 -4.1956
H -0.5533 2.3748 -1.9236
H 0.5632 5.5353 -0.6858
*
```

The value obtained for the molecular weight is 1106.82 g/mol. For the gap between HOMO and LUMO, the calculation gives 7.33 eV. As for the SMILES: CCOCCCCC[C@H]1[C@H](C)[C@](N)(/C(Cl)=C(/C)Cl)OS(=O)(=O)[C@H]1F.O=C1C=C(O)C(=O)C=C1O.O=C1C=C(O)C(=O)C=C1O.O=C1C=C(O)C(=O)C=C1O.O=C1C=C(O)C(=O)C=C1O.O=C1C=C(O)C(=O)C=C1O.

Mulliken population analysis, charges in e, atoms 1 to 2:
1. C -0.53
2. C -0.31